1.
Density functional theory data (ωB97M-V with the def2-TZVPD basis set) for C44H55As2AuN4OSi3 as an isolated structure.

## Properties
- largest force on an atom (eV Å⁻¹) = 0.71
- orbital gap (spin up / spin down) (eV) = 5.014 / 5.050
- energy relative to the best compared isomer or geometry (same formula, charge and spin) (eV) = 0.094

Geometry as ORCA input:
```
! wB97M-V def2-TZVPD RIJCOSX def2/J DEFGRID3
* xyz 2 1
Au 0.7684 -0.5136 0.8482
C -3.1874 -2.4714 -2.5177
C -2.5495 -1.2371 -2.4624
C -1.8917 -0.8409 -1.3098
C -1.8470 -1.6876 -0.2039
C -2.4484 -2.9412 -0.2734
C -3.1345 -3.3166 -1.4188
N -1.1122 -1.2642 0.9467
C -1.4813 -1.4553 2.2213
C -2.7446 -1.9449 2.6679
C -2.9837 -2.0803 4.0010
C -2.0192 -1.7464 5.0041
C -0.8250 -1.2274 4.6425
C -0.5550 -1.0615 3.2579
N 0.5878 -0.5176 2.7927
N 1.5652 -0.1208 3.5076
C 2.6364 0.3359 2.7449
C 3.7623 0.8551 3.3563
C 4.8282 1.2575 2.5690
C 4.7524 1.1494 1.1868
C 3.5990 0.6437 0.6247
N 2.5782 0.2436 1.3846
H -3.7114 -2.7746 -3.4153
H -2.5811 -0.5736 -3.3176
H -1.4179 0.1296 -1.2444
H -2.3527 -3.6412 0.5470
H -3.6175 -4.2853 -1.4528
H -3.5163 -2.1871 1.9556
H -3.9515 -2.4550 4.3120
H -2.2533 -1.8995 6.0490
H -0.0778 -0.9370 5.3684
H 3.7751 0.9211 4.4362
H 5.7181 1.6640 3.0323
H 5.5715 1.4555 0.5520
H 3.4579 0.5452 -0.4407
C -1.7028 5.1736 -1.1134
Si -1.5670 3.3287 -1.2190
C -0.1155 2.8141 -2.2708
C -3.1555 2.6141 -1.8684
As -1.1579 2.3771 0.8999
Si -3.2471 2.2636 1.9973
C -4.2229 0.9063 1.1771
C -4.0950 3.9075 1.8052
C -2.9108 1.8754 3.7887
Si 0.2161 3.9094 2.0497
C 0.3680 3.3597 3.8230
C -0.4608 5.6474 2.0203
C 1.8635 3.8326 1.1554
H -1.9985 5.5788 -2.0880
H -0.7566 5.6378 -0.8322
H -2.4617 5.4682 -0.3862
H -0.3838 2.8156 -3.3332
H 0.2148 1.8088 -1.9982
H 0.7260 3.4999 -2.1366
H -3.4498 3.1500 -2.7772
H -3.9678 2.7222 -1.1467
H -3.0643 1.5533 -2.1167
H -3.9920 0.8168 0.1142
H -5.2957 1.0969 1.2771
H -4.0113 -0.0541 1.6532
H -4.3506 4.1028 0.7614
H -3.4539 4.7167 2.1601
H -5.0246 3.9406 2.3856
H -2.0341 1.2323 3.9032
H -3.7665 1.3578 4.2356
H -2.7390 2.7888 4.3627
H -0.5110 3.6658 4.3940
H 1.2415 3.8350 4.2845
H 0.4762 2.2809 3.9306
H -1.5443 5.6614 1.9040
H -0.0279 6.2340 1.2070
H -0.2192 6.1599 2.9580
H 2.6164 3.3209 1.7597
H 2.2433 4.8377 0.9502
H 1.7739 3.3042 0.2019
O 1.1170 -0.6300 -1.1377
As 1.6015 -2.0804 -1.9366
C 0.7952 -3.6387 -1.2091
C -0.0310 -4.4369 -1.9918
C -0.5394 -5.6142 -1.4584
C -0.2420 -5.9743 -0.1526
C 0.5580 -5.1554 0.6398
C 1.0833 -3.9881 0.1131
C 1.1695 -1.7794 -3.7553
C 1.3248 -2.8062 -4.6856
C 1.0542 -2.5516 -6.0201
C 0.6465 -1.2832 -6.4165
C 0.5172 -0.2604 -5.4862
C 0.7781 -0.5029 -4.1455
C 3.4999 -2.2398 -1.8087
C 4.2485 -1.2400 -2.4335
C 5.6308 -1.3028 -2.4147
C 6.2667 -2.3662 -1.7815
C 5.5226 -3.3729 -1.1842
C 4.1339 -3.3197 -1.1998
H -0.2876 -4.1458 -3.0013
H -1.1737 -6.2461 -2.0665
H -0.6372 -6.8965 0.2549
H 0.7849 -5.4372 1.6597
H 1.7181 -3.3611 0.7284
H 1.6725 -3.7855 -4.3817
H 1.1691 -3.3406 -6.7519
H 0.4357 -1.0915 -7.4611
H 0.2165 0.7296 -5.8049
H 0.6756 0.2830 -3.4120
H 3.7495 -0.4326 -2.9594
H 6.2147 -0.5368 -2.9101
H 7.3480 -2.4203 -1.7751
H 6.0198 -4.2108 -0.7132
H 3.5650 -4.1279 -0.7654
*
```

These are the Löwdin partial charges, in e, on atoms 1 to 6:
1. Au 1.3295
2. C -0.0570
3. C -0.0631
4. C -0.0673
5. C -0.2771
6. C -0.0435



2.
Density functional theory data (ωB97M-V with the def2-TZVPD basis set) for C44H55Br2N2O3S2ScSi as an isolated structure.

## Properties
- largest force on an atom (eV Å⁻¹) = 1.61
- orbital gap (eV) = 7.288
- energy relative to the best compared isomer or geometry (same formula, charge and spin) (eV) = 0.544

Geometry as ORCA input:
```
! wB97M-V def2-TZVPD RIJCOSX def2/J DEFGRID3
* xyz 2 1
Sc -0.1849 0.0758 -0.1769
Br 4.5036 5.8548 -1.6621
C 3.2180 4.4783 -1.5342
C 2.1291 4.4633 -2.4081
C 1.1793 3.4705 -2.3093
C 1.2838 2.4565 -1.3513
O 0.3657 1.5080 -1.2989
C 2.3851 2.4780 -0.4708
C 2.5815 1.4874 0.5512
N 1.8182 0.4712 0.7765
C 2.2006 -0.4910 1.7489
C 3.4859 -0.7056 2.1771
C 3.7688 -1.6463 3.1877
C 2.7677 -2.3674 3.7675
C 1.4408 -2.2299 3.2982
C 0.3585 -2.9689 3.8263
C -0.8826 -2.8439 3.2708
C -1.0462 -1.9775 2.1808
N -0.0811 -1.2276 1.6976
C 1.1631 -1.3171 2.2599
C 3.3459 3.4995 -0.5847
H 2.0413 5.2346 -3.1613
H 0.3319 3.4449 -2.9833
H 3.4625 1.6347 1.1762
H 4.3083 -0.1618 1.7314
H 4.7931 -1.7696 3.5130
H 2.9760 -3.0736 4.5613
H 0.5280 -3.6267 4.6701
H -1.7268 -3.4064 3.6427
H -2.0069 -1.9019 1.6846
H 4.2043 3.4993 0.0760
O -1.5287 1.1772 0.8982
S -2.4355 2.3597 1.2319
C -3.6122 2.4632 -0.1774
C -2.9365 2.2548 -1.5343
C -3.8479 1.5395 -2.5429
C -4.2071 0.0950 -2.1947
S -2.8663 -1.1461 -2.2172
O -1.8332 -0.6556 -1.2156
C -2.2192 -0.7888 -3.8379
C -2.9436 -1.2821 -4.9163
C -2.5351 -0.9576 -6.2003
C -1.4101 -0.1644 -6.3904
C -0.6819 0.2963 -5.3020
C -1.0826 -0.0165 -4.0095
C -3.6092 1.7182 2.4058
C -4.0492 0.4050 2.3053
C -5.0434 -0.0351 3.1610
C -5.5899 0.8370 4.0994
C -5.1259 2.1389 4.2030
C -4.1238 2.5888 3.3519
H -4.0598 3.4545 -0.0900
H -4.3796 1.7179 0.0174
H -2.0369 1.6669 -1.4060
H -2.6340 3.2163 -1.9492
H -3.3660 1.5614 -3.5210
H -4.7873 2.0907 -2.6349
H -4.9309 -0.2977 -2.9125
H -4.6466 -0.0059 -1.1997
H -3.8148 -1.9077 -4.7553
H -3.0973 -1.3222 -7.0492
H -1.0985 0.0929 -7.3941
H 0.1973 0.9095 -5.4507
H -0.5249 0.3430 -3.1555
H -3.6159 -0.2564 1.5643
H -5.3980 -1.0553 3.0970
H -6.3824 0.4963 4.7519
H -5.5366 2.8066 4.9476
H -3.7542 3.6052 3.4204
C 5.1563 -4.5841 -1.5182
C 4.0381 -3.6862 -0.9496
C 3.8121 -4.0624 0.5208
C 4.5163 -2.2244 -0.9698
Si 2.4797 -3.9723 -2.0034
Br 1.0360 -1.9127 -1.3424
C 1.2986 -5.3599 -1.4491
C 2.0789 -6.6883 -1.5212
C 0.0741 -5.4610 -2.3700
C 0.7702 -5.1629 -0.0169
C 2.6117 -3.6216 -3.8751
C 1.2712 -3.2152 -4.5126
C 3.1100 -4.9097 -4.5604
C 3.6076 -2.4873 -4.1549
H 6.0433 -4.4955 -0.8860
H 5.4409 -4.2893 -2.5295
H 4.8670 -5.6377 -1.5407
H 4.7227 -3.8350 1.0824
H 3.6122 -5.1266 0.6453
H 2.9949 -3.4874 0.9634
H 5.4206 -2.1501 -0.3581
H 3.7633 -1.5562 -0.5487
H 4.7652 -1.8766 -1.9683
H 2.4826 -6.8718 -2.5195
H 1.4079 -7.5154 -1.2767
H 2.9085 -6.7131 -0.8118
H 0.3484 -5.7300 -3.3896
H -0.4935 -4.5277 -2.3863
H -0.5820 -6.2495 -1.9921
H 1.5554 -5.2267 0.7308
H 0.0459 -5.9541 0.1964
H 0.2627 -4.2024 0.0917
H 0.5152 -3.9909 -4.4264
H 1.4388 -3.0292 -5.5775
H 0.8766 -2.3003 -4.0711
H 2.3857 -5.7216 -4.4706
H 4.0621 -5.2563 -4.1511
H 3.2565 -4.7144 -5.6256
H 3.3073 -1.5614 -3.6595
H 3.6327 -2.2981 -5.2315
H 4.6210 -2.7443 -3.8480
*
```

These are the Löwdin partial charges, in e, on atoms 1 to 6:
1. Sc 0.6724
2. Br 0.7886
3. C -0.6845
4. C -0.0841
5. C 0.0102
6. C -0.2920



3.
Density functional theory data (ωB97M-V with the def2-TZVPD basis set) for C44H56BN6O6S3TeTl as an isolated structure.

## Properties
- largest force on an atom (eV Å⁻¹) = 1.62
- orbital gap (eV) = 4.705
- energy relative to the best compared isomer or geometry (same formula, charge and spin) (eV) = 1.447

Geometry as ORCA input:
```
! wB97M-V def2-TZVPD RIJCOSX def2/J DEFGRID3
* xyz 0 1
Tl 1.3153 1.9322 -0.9421
C -0.1402 -2.6102 -3.3420
C -0.5992 -2.2403 -1.9701
C -0.9495 -3.1787 -1.0490
C -1.3699 -2.7754 0.2467
N -1.3102 -1.5339 0.6090
N -0.9794 -0.5837 -0.2848
B -1.0940 0.7724 0.3153
N -1.9887 1.7327 -0.3509
N -2.9742 1.1033 -1.0301
C -3.8413 1.7842 -1.6998
C -3.7309 3.2017 -1.8076
C -2.7582 3.8590 -1.1297
C -2.5762 5.3377 -1.2224
C -1.8597 3.1017 -0.2935
S -0.6990 3.8264 0.6622
C -4.9620 0.9584 -2.3269
C -4.3402 -0.0596 -3.2926
C -5.9649 1.8395 -3.0700
C -5.6780 0.2064 -1.1933
N -0.9785 0.9077 1.7964
N -2.2265 1.1244 2.2617
C -2.4304 1.3420 3.5189
C -1.3291 1.4774 4.4128
C -0.0690 1.2531 3.9670
C 1.1283 1.3909 4.8484
C 0.1219 0.8533 2.5943
S 1.5920 0.3163 2.0193
C -3.8861 1.3614 3.9736
C -4.2736 -0.1027 4.2428
C -4.7808 1.9246 2.8634
C -4.0605 2.1849 5.2508
C -0.7101 -0.8591 -1.6036
S -0.6048 0.3807 -2.7465
C -2.0270 -3.7086 1.2578
C -1.8822 -5.1760 0.8567
C -1.4261 -3.4849 2.6503
C -3.5198 -3.3310 1.2759
H -0.2293 -3.6829 -3.5069
H 0.9089 -2.3217 -3.4725
H -0.7265 -2.0807 -4.0919
H -0.8955 -4.2268 -1.3072
H -4.4041 3.7604 -2.4427
H -3.2935 5.7743 -1.9156
H -1.5599 5.5620 -1.5478
H -2.6967 5.7905 -0.2377
H -3.8058 0.4446 -4.1002
H -5.1204 -0.6862 -3.7299
H -3.6342 -0.6980 -2.7612
H -5.4935 2.3522 -3.9109
H -6.4060 2.5818 -2.4013
H -6.7699 1.2186 -3.4635
H -4.9768 -0.4476 -0.6756
H -6.4905 -0.3964 -1.6043
H -6.0976 0.9060 -0.4663
H -1.4934 1.7778 5.4386
H 0.8677 1.8650 5.7938
H 1.8928 1.9781 4.3399
H 1.5679 0.4120 5.0465
H -4.1940 -0.6890 3.3263
H -5.3034 -0.1574 4.6019
H -3.6210 -0.5482 4.9973
H -4.5986 1.4025 1.9263
H -4.5766 2.9864 2.7087
H -5.8309 1.8048 3.1359
H -3.5676 1.7129 6.1027
H -5.1212 2.2686 5.4892
H -3.6561 3.1916 5.1260
H -0.8318 -5.4584 0.7566
H -2.3947 -5.3835 -0.0849
H -2.3292 -5.8099 1.6228
H -0.3819 -3.8029 2.6744
H -1.9838 -4.0622 3.3897
H -1.4738 -2.4296 2.9165
H -3.9643 -3.4707 0.2875
H -3.6350 -2.2853 1.5627
H -4.0550 -3.9587 1.9909
O 5.6274 -2.4520 -4.8016
C 4.8435 -1.7914 -4.1478
C 4.7645 -1.5009 -2.7596
O 5.6469 -1.7659 -1.7240
C 3.5986 -0.8143 -2.4755
C 2.8354 -0.5640 -3.6605
O 1.9911 0.6136 -3.6651
C 3.5702 -1.0518 -4.7709
O 3.3510 -0.9576 -5.9680
O 3.3395 -0.4330 -1.2627
C 2.3900 1.7538 -4.5132
C 3.1214 2.7930 -3.6420
C 4.4629 2.2410 -3.1232
C 3.4299 3.9742 -4.5790
O 2.2821 3.2241 -2.6336
H 2.9699 1.3644 -5.3460
H 1.4700 2.2160 -4.8688
H 1.0341 0.3887 -3.7147
H 4.9914 1.6637 -3.8855
H 4.2969 1.6121 -2.2476
H 5.0917 3.0757 -2.8081
H 4.1566 3.6935 -5.3458
H 3.8336 4.7831 -3.9719
H 2.5136 4.3310 -5.0535
C 7.3521 -1.3129 0.4744
Te 5.3340 -0.7553 -0.0700
C 4.9692 -2.5490 1.0334
C 5.9531 -2.4441 2.1660
C 5.7036 -2.9194 3.4450
C 6.6355 -2.7213 4.4552
C 7.8167 -2.0440 4.1913
C 8.0813 -1.5851 2.9070
C 7.1635 -1.7953 1.8872
H 8.0752 -0.5018 0.4136
H 7.6582 -2.1140 -0.2008
H 5.2269 -3.3387 0.3248
H 3.9357 -2.6395 1.3558
H 4.7716 -3.4293 3.6599
H 6.4283 -3.0732 5.4577
H 8.5263 -1.8555 4.9863
H 8.9946 -1.0406 2.6989
*
```

These are the Löwdin partial charges, in e, on atoms 1 to 6:
1. Tl 0.9382
2. C -0.0388
3. C -0.2237
4. C 0.0809
5. C -0.1954
6. N 0.1918



4.
Density functional theory data (ωB97M-V with the def2-TZVPD basis set) for C44H56BrN4O4PSc as an isolated structure.

## Properties
- largest force on an atom (eV Å⁻¹) = 1.40
- orbital gap (eV) = 8.750
- energy relative to the best compared isomer or geometry (same formula, charge and spin) (eV) = 0.541

Geometry as ORCA input:
```
! wB97M-V def2-TZVPD RIJCOSX def2/J DEFGRID3
* xyz 1 1
Sc 0.2450 -1.0214 1.2790
C -2.6636 -2.4549 2.3562
N -1.2512 -2.4905 2.7871
C -1.0911 -1.8768 4.1186
C -1.5649 -0.4595 4.0823
C -2.3172 0.0974 5.1001
C -2.7446 1.4095 4.9756
C -2.4132 2.1109 3.8290
C -1.6589 1.4727 2.8623
N -1.2388 0.2120 2.9805
C -0.7847 -3.8790 2.8481
C 0.7068 -3.9608 2.9492
C 1.3038 -5.0736 3.5198
C 2.6834 -5.1463 3.5641
C 3.4194 -4.0880 3.0561
C 2.7440 -3.0133 2.5175
N 1.4088 -2.9424 2.4523
C -2.9046 -1.8733 0.9929
C -4.0813 -2.1883 0.3334
C -4.3237 -1.6562 -0.9161
C -3.3693 -0.8213 -1.4790
C -2.2313 -0.5529 -0.7514
N -1.9988 -1.0445 0.4755
H -3.0915 -3.4556 2.3836
H -3.2383 -1.8584 3.0632
H -1.6397 -2.4386 4.8792
H -0.0321 -1.9022 4.3767
H -2.5642 -0.4923 5.9738
H -3.3353 1.8714 5.7574
H -2.7257 3.1371 3.6806
H -1.3642 1.9899 1.9656
H -1.2366 -4.3945 3.7004
H -1.1002 -4.3839 1.9434
H 0.6851 -5.8649 3.9280
H 3.1747 -6.0046 4.0059
H 4.5012 -4.0822 3.0870
H 3.2903 -2.1558 2.1587
H -4.7846 -2.8730 0.7945
H -5.2315 -1.9046 -1.4535
H -3.4963 -0.3948 -2.4659
H -1.4567 0.0704 -1.1631
Br 1.9246 0.1646 2.8406
C -2.9991 4.3545 -2.3336
C -2.2347 3.5170 -3.3719
C -1.4321 2.3704 -2.7199
C -0.9383 2.8049 -1.3304
C -2.1769 2.9374 -0.4129
C -3.4164 3.4700 -1.1638
P 0.4148 1.7764 -0.5475
C 1.4239 3.0264 0.3829
C 1.9389 4.2554 -0.4240
C 1.4872 5.5838 0.1838
C 1.9518 5.7198 1.6362
C 1.6568 4.4354 2.4509
C 0.7452 3.4768 1.6862
C 1.5190 1.3205 -1.9766
C 1.8147 2.3809 -3.0673
C 2.1670 1.7242 -4.4125
C 3.0252 0.4819 -4.1861
C 2.1999 -0.6140 -3.4864
C 1.0842 -0.0187 -2.6074
H -3.8679 4.8257 -2.7942
H -2.3688 5.1696 -1.9604
H -1.5563 4.1576 -3.9424
H -2.9397 3.0920 -4.0924
H -0.6167 2.0918 -3.3794
H -2.0692 1.4860 -2.6201
H -0.4885 3.7946 -1.4487
H -1.9474 3.6044 0.4209
H -2.4189 1.9618 0.0140
H -4.0616 4.0144 -0.4725
H -4.0102 2.6321 -1.5464
H 2.2830 2.4227 0.6937
H 1.6304 4.2216 -1.4665
H 3.0336 4.2356 -0.4355
H 0.3946 5.6574 0.1322
H 1.8752 6.4069 -0.4183
H 1.4704 6.5838 2.0971
H 3.0249 5.9256 1.6443
H 1.2033 4.6850 3.4120
H 2.5849 3.9030 2.6801
H -0.2053 3.9770 1.4760
H 0.5319 2.6119 2.3085
H 2.4631 1.1265 -1.4669
H 2.6609 2.9897 -2.7462
H 0.9782 3.0674 -3.2073
H 2.6834 2.4502 -5.0411
H 1.2541 1.4406 -4.9502
H 3.8866 0.7603 -3.5675
H 3.4307 0.1079 -5.1263
H 2.8543 -1.2470 -2.8801
H 1.7461 -1.2698 -4.2329
H 0.8074 -0.7388 -1.8381
H 0.1897 0.1346 -3.2122
O 3.5282 -1.3276 -0.3127
C 2.5844 -0.7998 -0.0251
O 2.7071 -4.1605 -0.4060
C 1.9700 -4.6789 -1.4262
C 2.5221 -5.5654 -2.3441
C 1.7386 -6.1031 -3.3505
C 0.3888 -5.7813 -3.4354
C -0.1574 -4.9173 -2.5026
C 0.6247 -4.3371 -1.5042
C -0.0546 -3.4168 -0.5357
O -1.1365 -3.7542 -0.0860
O 0.5359 -2.2719 -0.2254
H 3.6154 -4.4642 -0.4888
H 3.5712 -5.8351 -2.2627
H 2.1826 -6.7892 -4.0628
H -0.2295 -6.2052 -4.2176
H -1.2118 -4.6649 -2.5361
*
```

These are the Löwdin partial charges, in e, on atoms 1 to 6:
1. Sc 0.7208
2. C -0.0907
3. N -0.1682
4. C -0.1205
5. C -0.2901
6. C 0.0019